1.
C19H29N3O2 | the ωB97M-V functional and the def2-TZVPD basis

Last column: Mulliken charge in e.
Element x y z (Å)
1 C 0.468 4.163 3.047  -1.2773
2 C 0.801 2.712 2.680  -0.8529
3 N 0.041 2.099 1.610  0.7170
4 C 0.292 2.564 0.261  -0.3658
5 C -0.459 3.819 -0.199  -1.1983
6 C -1.337 1.769 1.917  -0.6581
7 C -1.388 0.491 2.772  -1.2876
8 N -0.470 -0.466 2.206  0.2604
9 C -0.764 -1.748 1.945  -0.0008
10 O -1.788 -2.303 2.285  -0.7035
11 C 0.365 -2.495 1.207  0.5119
12 C 1.539 -2.807 2.154  -0.9431
13 C 2.571 -1.721 1.854  -0.5093
14 C 2.181 -1.182 0.485  0.4959
15 O 2.819 -0.419 -0.206  -0.6868
16 N 0.964 -1.684 0.175  0.3340
17 C 0.264 -1.363 -1.042  -0.9534
18 C 0.260 -2.536 -2.036  -0.9114
19 C -0.427 -2.127 -3.307  0.2554
20 C -1.788 -2.344 -3.477  -0.2480
21 C -2.425 -1.939 -4.636  -0.6188
22 C -1.709 -1.308 -5.638  -0.4156
23 C -0.353 -1.082 -5.474  -0.6089
24 C 0.283 -1.488 -4.315  -0.3472
25 H 0.811 4.853 2.282  0.2954
26 H 0.963 4.421 3.980  0.4079
27 H -0.603 4.295 3.183  0.2494
28 H 0.660 2.091 3.569  0.3943
29 H 1.857 2.651 2.400  0.4397
30 H 0.027 1.743 -0.416  -0.0824
31 H 1.368 2.728 0.170  0.4154
32 H -0.233 4.005 -1.246  0.4538
33 H -1.534 3.684 -0.100  0.2830
34 H -0.169 4.694 0.374  0.2362
35 H -1.850 1.571 0.973  0.5291
36 H -1.877 2.573 2.436  0.3153
37 H -2.389 0.056 2.776  0.4795
38 H -1.102 0.707 3.807  0.3460
39 H 0.347 -0.027 1.798  -0.0140
40 H -0.075 -3.407 0.791  0.3659
41 H 1.220 -2.810 3.195  0.4223
42 H 1.946 -3.792 1.921  0.3627
43 H 3.593 -2.095 1.832  0.3921
44 H 2.534 -0.901 2.573  0.2309
45 H -0.766 -1.077 -0.804  0.2067
46 H 0.781 -0.511 -1.491  0.5678
47 H -0.257 -3.388 -1.590  0.4727
48 H 1.294 -2.821 -2.238  0.3622
49 H -2.351 -2.839 -2.698  0.3695
50 H -3.484 -2.118 -4.758  0.3707
51 H -2.205 -0.994 -6.545  0.3751
52 H 0.212 -0.589 -6.253  0.3722
53 H 1.342 -1.311 -4.189  0.3927

The calculation puts the HOMO energy at -8.54 eV. The calculation puts the gap between HOMO and LUMO at 9.322 eV. Its SMILES is CCN(CC)CCNC(=O)[C@@H]1CCC(=O)N1CCc1ccccc1. The net charge is 0.

2.
C36H27CoF5N3O2PS2 | the ωB97M-V functional and the def2-TZVPD basis

Last column: Mulliken spin population.
Element x y z (Å)
1 Co -0.156 -0.056 -0.023  2.7209
2 N -1.655 0.870 1.336  0.0685
3 C -2.804 0.058 1.641  -0.0111
4 C -4.007 0.636 2.019  0.0040
5 C -5.096 -0.163 2.325  0.0010
6 C -4.994 -1.542 2.233  0.0015
7 C -3.807 -2.124 1.822  0.0000
8 C -2.697 -1.333 1.535  0.0094
9 P -1.132 -2.016 0.889  -0.0673
10 C -1.550 -3.727 0.408  0.0310
11 C -1.757 -4.043 -0.932  -0.0002
12 C -2.099 -5.337 -1.297  0.0011
13 C -2.237 -6.319 -0.331  0.0007
14 C -2.025 -6.010 1.007  0.0011
15 C -1.681 -4.722 1.379  0.0011
16 C -0.099 -2.352 2.364  0.0358
17 C -0.337 -1.779 3.610  0.0107
18 C 0.546 -1.999 4.659  -0.0159
19 C 1.670 -2.787 4.469  0.0092
20 C 1.902 -3.377 3.232  -0.0060
21 C 1.024 -3.162 2.183  0.0266
22 H -1.919 1.815 1.064  -0.0084
23 H -1.073 0.987 2.163  -0.0019
24 H -4.088 1.715 2.079  0.0014
25 H -6.024 0.295 2.639  0.0001
26 H -5.845 -2.168 2.468  0.0002
27 H -3.744 -3.197 1.707  0.0006
28 H -1.640 -3.276 -1.689  0.0006
29 H -2.254 -5.581 -2.340  0.0000
30 H -2.504 -7.329 -0.613  0.0000
31 H -2.124 -6.775 1.767  0.0000
32 H -1.512 -4.491 2.422  -0.0011
33 H -1.230 -1.181 3.767  0.0001
34 H 0.357 -1.551 5.626  0.0003
35 H 2.358 -2.956 5.287  0.0001
36 H 2.769 -4.009 3.082  0.0001
37 H 1.194 -3.641 1.225  0.0000
38 F 6.446 -2.192 0.112  0.0143
39 C 5.335 -1.598 0.488  0.1273
40 C 4.194 -1.711 -0.300  -0.0204
41 F 4.228 -2.426 -1.416  -0.0031
42 C 3.040 -1.079 0.095  0.0691
43 F 1.952 -1.225 -0.685  0.0237
44 C 2.953 -0.332 1.280  0.0217
45 S 1.516 0.439 1.812  0.7328
46 C 4.121 -0.253 2.054  0.0686
47 F 4.094 0.414 3.194  0.0106
48 C 5.296 -0.864 1.665  -0.0294
49 F 6.386 -0.763 2.409  -0.0043
50 C 2.747 6.831 -4.592  0.0000
51 C 2.204 5.923 -3.527  0.0008
52 C 1.149 6.328 -2.712  0.0011
53 C 0.646 5.491 -1.729  -0.0007
54 C 1.210 4.238 -1.565  0.0080
55 C 2.266 3.808 -2.354  -0.0011
56 C 2.753 4.654 -3.333  -0.0003
57 S 0.594 3.171 -0.300  0.0036
58 O 1.701 2.962 0.616  0.0334
59 O -0.623 3.722 0.248  0.0006
60 N 0.273 1.725 -0.981  0.0704
61 C -0.731 1.607 -1.906  -0.0039
62 C -1.229 2.590 -2.771  0.0076
63 C -2.210 2.231 -3.672  0.0048
64 C -2.683 0.923 -3.701  -0.0006
65 C -2.177 0.026 -2.784  0.0168
66 N -1.232 0.357 -1.903  0.0358
67 H 2.040 7.623 -4.832  0.0000
68 H 2.968 6.273 -5.502  0.0000
69 H 3.676 7.297 -4.260  0.0001
70 H 0.713 7.309 -2.852  0.0001
71 H -0.174 5.792 -1.088  0.0001
72 H 2.693 2.826 -2.198  0.0006
73 H 3.573 4.328 -3.961  0.0000
74 H -0.844 3.597 -2.722  -0.0017
75 H -2.614 2.969 -4.353  -0.0001
76 H -3.429 0.607 -4.415  -0.0002
77 H -2.548 -0.991 -2.740  -0.0003

The calculation puts the HOMO energy (spin up / spin down) at -10.97 / -10.98 eV. The calculation puts the gap between HOMO and LUMO (spin up / spin down) at 8.833 / 5.682 eV. The net charge is +1. As for the multiplicity: 5.

3.
C3H8N4 | the ωB97M-V functional and the def2-TZVPD basis

Last column: Mulliken charge in e.
Element x y z (Å)
1 C -1.720 -0.562 0.246  -0.4902
2 N -0.107 -0.560 -0.526  -0.4543
3 C -0.122 0.444 0.226  0.5539
4 N -2.690 0.482 0.206  -0.5329
5 C 2.975 -0.736 -0.201  -0.2697
6 N 2.363 -0.223 -1.163  -0.6558
7 N -0.181 1.665 0.425  -0.6409
8 H 1.261 -0.484 -1.234  0.4641
9 H 0.661 2.170 0.670  0.2704
10 H -2.905 0.756 -0.745  0.2567
11 H -2.365 1.305 0.706  0.2936
12 H -1.637 -0.964 1.261  0.3285
13 H -2.090 -1.403 -0.341  0.3468
14 H 2.547 -1.453 0.507  0.2606
15 H 4.009 -0.437 -0.036  0.2693

The calculation puts the HOMO energy at -8.92 eV. The calculation puts the gap between HOMO and LUMO at 9.642 eV. The net charge is 0.